A structure of composition H24NeO12, computed with ωB97M-V with the def2-TZVPD basis set.

Results
orbital gap: 9.613 eV
highest occupied orbital energy: -10.1417 eV
energy above the lowest of the compared OMol25 structures with the same formula, charge and spin: 95.6 kJ/mol

Positions of all 37 atoms, in Å:
Ne (0.25, -0.29, -0.45)
H (2.97, 0.70, -2.55)
H (2.21, 1.80, 0.36)
H (-2.00, 0.93, 3.68)
O (2.59, 0.46, -1.71)
O (0.19, -1.90, 2.19)
H (-0.77, 1.64, 3.16)
H (0.02, -2.37, 3.00)
O (-1.27, 0.83, 3.07)
H (0.42, 3.33, 0.10)
H (2.83, -2.63, -1.28)
H (1.71, 1.67, 1.79)
H (-3.26, -2.25, -1.50)
O (-0.19, -2.83, -0.32)
H (-2.13, 0.83, -1.43)
O (-2.27, 0.57, -2.34)
H (-2.89, 1.22, -2.68)
O (0.02, 3.88, -0.58)
H (-2.49, -0.95, -1.40)
H (-0.52, 0.23, -3.27)
O (0.36, 0.49, -3.53)
H (2.24, 0.19, 3.67)
H (-1.01, -2.39, -0.57)
H (3.11, -0.30, -1.42)
O (-1.84, 1.16, 0.42)
H (-0.78, 3.41, -0.83)
H (-0.29, -1.08, 2.29)
H (-2.79, 1.20, 0.47)
O (2.10, 0.18, 2.72)
H (1.67, -0.66, 2.55)
H (1.36, -2.98, -1.23)
H (-0.13, -2.70, 0.62)
O (-2.62, -1.78, -0.96)
O (2.18, -3.22, -1.66)
O (1.71, 2.26, 1.03)
H (0.89, 0.40, -2.74)
H (-1.56, 0.95, 1.31)

Here are the Löwdin charges for atoms 1 to 8, given in e: atom 1 (Ne): 0.0704, atom 2 (H): 0.0610, atom 3 (H): 0.0242, atom 4 (H): 0.0733, atom 5 (O): -0.0369, atom 6 (O): -0.0236, atom 7 (H): 0.0720, atom 8 (H): 0.0800


A structure of composition C29H22IN2O2Pt, computed with ωB97M-V with the def2-TZVPD basis set.

Results
orbital gap (alpha / beta): 5.972 / 5.126 eV
multiplicity: 5
highest occupied orbital energy (alpha / beta): -9.2333 / -11.4326 eV
energy above the lowest of the compared OMol25 structures with the same formula, charge and spin: 0.0 kJ/mol
expectation value of S²: 6.062
total charge: +1

Positions of all 57 atoms, in Å:
C (1.96, 0.02, 1.04)
C (-3.42, 4.85, 1.97)
H (1.07, -4.63, 2.20)
C (-5.44, -0.74, -2.11)
C (3.15, -0.67, 1.10)
H (-5.80, 5.22, -0.40)
C (3.17, -4.62, 2.64)
H (3.17, -5.63, 3.04)
H (-4.54, 1.11, -0.70)
C (4.48, 1.42, 0.83)
C (5.30, -0.63, -0.15)
C (0.12, -2.13, -2.52)
H (0.23, -2.84, -3.33)
C (-2.84, 3.70, 1.47)
H (5.27, -4.32, 2.97)
C (5.59, 2.09, 0.34)
C (6.55, 1.41, -0.40)
H (-4.97, 6.29, 1.67)
C (-3.48, -2.11, -2.87)
C (-3.95, -1.00, -2.13)
C (-4.51, 5.39, 1.30)
H (-3.04, 5.32, 2.86)
C (-3.30, 3.04, 0.33)
N (-2.68, 1.88, -0.15)
H (3.75, 1.94, 1.42)
O (-0.66, 0.08, -1.13)
C (4.33, 0.04, 0.60)
C (4.35, -2.60, 2.10)
H (7.14, -0.48, -1.23)
H (5.27, -2.03, 2.09)
C (0.88, 0.66, 1.02)
H (1.06, -2.35, 1.28)
H (7.41, 1.93, -0.78)
C (-1.65, -0.55, -1.65)
C (-3.04, -0.16, -1.49)
C (4.35, -3.89, 2.60)
C (-4.97, 4.78, 0.14)
O (-5.97, -0.70, -0.79)
C (3.17, -2.03, 1.61)
C (1.98, -4.06, 2.17)
I (-1.19, 2.86, 2.45)
H (-5.65, 0.24, -2.54)
Pt (-0.86, 1.26, 0.52)
H (5.71, 3.15, 0.53)
H (-5.99, -1.60, -0.43)
C (-1.30, -1.71, -2.42)
H (0.41, -2.63, -1.59)
C (-4.38, 3.63, -0.34)
H (0.79, -1.28, -2.64)
C (1.98, -2.78, 1.67)
H (-4.73, 3.20, -1.27)
C (-3.47, 0.97, -0.79)
H (5.17, -1.69, -0.36)
H (-4.22, -2.73, -3.37)
N (-2.22, -2.47, -3.03)
C (6.40, 0.05, -0.64)
H (-5.95, -1.48, -2.73)

Here are the Löwdin charges for atoms 1 to 8, given in e: atom 1 (C): -0.0178, atom 2 (C): -0.1373, atom 3 (H): 0.1087, atom 4 (C): -0.2013, atom 5 (C): -0.1280, atom 6 (H): 0.1161, atom 7 (C): -0.0660, atom 8 (H): 0.1095


A cluster of 9 separate species, C16H48O20S in total, computed with ωB97M-V with the def2-TZVPD basis set.

Results
orbital gap: 8.535 eV
highest occupied orbital energy: -4.1956 eV
energy above the lowest of the compared OMol25 structures with the same formula, charge and spin: 0.0 kJ/mol
total charge: -2

Positions of all 85 atoms, in Å:
O (-1.95, -2.74, 5.42)
C (-3.05, 2.84, 1.44)
H (-2.18, -0.40, 1.75)
C (2.31, -3.59, -2.78)
H (2.32, -0.15, 1.66)
O (-3.17, -1.66, -1.23)
H (2.04, -3.89, -3.85)
H (-4.08, 0.75, 2.27)
O (-1.82, 2.49, -2.62)
C (3.82, 0.67, 2.24)
O (0.91, -1.68, -3.30)
C (0.63, -3.29, 1.25)
H (-1.25, 4.31, -2.07)
H (2.42, 0.79, 3.81)
O (0.28, 4.85, -4.28)
H (3.99, 1.43, 1.47)
O (1.95, 2.29, 2.53)
H (2.23, 4.19, -1.69)
O (2.29, 1.44, -2.56)
O (-4.68, 1.17, 1.56)
C (-2.12, -1.37, 4.95)
C (-3.83, 1.81, 0.65)
H (-0.95, -2.25, 0.76)
H (-2.32, -2.29, 2.95)
H (-4.08, -1.77, 3.77)
H (-1.56, 2.92, 0.19)
H (0.72, 3.08, -3.49)
H (3.42, 2.03, 3.76)
C (2.89, 2.07, -1.37)
H (2.85, -1.43, -2.25)
O (-0.70, 1.57, -0.35)
H (4.65, 0.25, 2.73)
H (2.82, 3.50, 1.03)
C (0.79, -2.81, 2.67)
O (-1.05, -0.73, 0.36)
H (-2.53, -1.26, -0.63)
H (0.54, -1.13, -2.47)
H (-0.34, -2.81, -3.27)
O (0.58, -0.07, -1.39)
H (-2.58, -0.53, 5.66)
O (3.13, -0.45, 1.80)
H (3.74, -3.68, -1.51)
H (1.08, 3.17, -0.65)
S (-0.08, 0.29, -0.17)
H (3.91, 2.36, -1.59)
H (0.33, -1.91, 2.85)
H (-3.10, -3.90, -2.76)
O (2.08, -2.98, 3.15)
C (2.92, 1.48, 3.23)
H (-2.71, 2.23, 2.19)
H (1.04, -4.18, 1.26)
H (-4.35, 2.26, -0.09)
C (2.36, -2.10, -2.99)
H (0.71, 4.80, -5.12)
O (3.52, -4.06, -2.36)
H (-3.75, 3.56, 2.01)
O (-2.68, -0.40, 2.71)
C (-2.18, -3.35, -2.44)
O (-1.04, -3.46, -3.49)
C (2.19, 3.40, -0.88)
H (-2.06, 4.31, -3.42)
H (2.84, 1.42, -0.56)
H (-1.10, -2.95, 5.56)
H (1.46, 0.91, -2.30)
H (-3.01, -1.41, -3.30)
H (0.36, -3.66, 3.33)
H (-1.27, -1.06, 4.69)
C (-2.45, -1.88, -2.40)
H (3.10, -1.99, -3.74)
O (-0.72, -3.22, 0.78)
H (1.40, -3.94, -2.27)
C (-0.20, 3.60, -3.89)
C (-1.35, 3.76, -2.90)
H (0.98, -2.54, 0.60)
H (-3.25, 1.19, 0.11)
H (-1.48, -1.30, -2.25)
H (1.39, 1.78, 1.91)
H (-0.54, 3.10, -4.98)
C (-2.94, -1.54, 3.56)
H (-1.34, 2.08, -1.84)
H (-1.65, -3.77, -1.57)
O (0.94, 0.47, 0.80)
O (2.93, 3.84, 0.23)
O (-2.16, 3.49, 0.67)
H (2.73, -2.36, 2.79)

Here are the Löwdin charges for atoms 1 to 8, given in e: atom 1 (O): -0.0511, atom 2 (C): -0.2984, atom 3 (H): 0.1441, atom 4 (C): -0.3161, atom 5 (H): -0.0570, atom 6 (O): -0.0863, atom 7 (H): 0.1428, atom 8 (H): 0.0764


A structure of composition C5H5FO4Sr, computed with ωB97M-V with the def2-TZVPD basis set.

Results
orbital gap (alpha / beta): 2.456 / 4.370 eV
multiplicity: 2
highest occupied orbital energy (alpha / beta): -7.9382 / -9.9434 eV
energy above the lowest of the compared OMol25 structures with the same formula, charge and spin: 70.8 kJ/mol
expectation value of S²: 0.760
total charge: +1

Positions of all 16 atoms, in Å:
O (-0.44, -2.57, -3.68)
H (-3.63, 0.32, 0.04)
C (0.54, -1.81, -3.79)
H (-2.70, 1.51, -2.40)
O (-3.33, -0.97, -1.46)
C (-2.25, 1.18, -1.45)
C (1.78, 0.01, -3.39)
C (-3.09, 0.11, -0.90)
H (3.61, -1.33, -3.47)
C (2.62, -1.07, -3.85)
Sr (-2.75, -2.62, -3.01)
H (-1.17, 0.92, -1.63)
O (0.46, -0.51, -3.63)
H (-2.25, 2.01, -0.73)
O (1.75, -2.21, -3.93)
F (1.84, 1.22, -4.07)

Here are the Löwdin charges for atoms 1 to 8, given in e: atom 1 (O): -0.1741, atom 2 (H): 0.1487, atom 3 (C): -0.6418, atom 4 (H): 0.1185, atom 5 (O): -0.2245, atom 6 (C): -0.0077, atom 7 (C): -0.2765, atom 8 (C): -0.2189


A cluster of 10 separate species, C45H70O25S5 in total, computed with ωB97M-V with the def2-TZVPD basis set.

Results
orbital gap: 7.394 eV
highest occupied orbital energy: -7.5164 eV

Positions of all 145 atoms, in Å:
H (-0.51, 0.29, 1.75)
H (4.45, -4.25, 0.24)
H (0.44, -2.51, 1.28)
O (3.03, -1.70, 5.43)
H (-0.70, -2.15, 2.57)
O (-5.10, 0.64, -3.37)
C (-0.66, -5.10, -2.50)
H (3.14, 0.20, 3.85)
C (1.95, 6.16, -2.51)
C (-4.35, 4.53, 1.09)
C (-2.98, 2.59, -4.25)
H (2.29, -3.44, -1.75)
S (0.25, 0.73, -0.94)
H (-2.92, -0.74, -2.85)
H (-4.46, 5.89, -2.03)
O (0.19, 2.11, -1.40)
C (-6.33, -1.39, -2.77)
C (-6.24, -2.80, -2.56)
O (1.28, 0.15, -0.04)
H (-5.02, 3.45, -2.57)
H (3.82, -1.79, 8.11)
H (-4.75, 2.43, 1.53)
H (2.34, 6.13, -4.64)
C (1.51, 1.65, -5.95)
C (-4.99, -3.40, -2.48)
C (-2.62, 0.75, 1.54)
H (-0.22, -3.33, -4.17)
H (-2.11, -2.42, 0.40)
C (1.04, 2.81, -5.05)
S (-3.40, -4.95, 2.18)
C (0.67, 3.46, 3.46)
C (-4.60, 5.13, -1.28)
H (-1.25, -5.31, 3.38)
C (-4.36, 5.51, 0.03)
H (1.03, 3.77, -5.58)
S (-1.53, 3.52, -4.85)
C (-0.63, -6.08, -1.54)
H (-3.81, 7.17, -0.55)
C (4.99, -3.32, 0.14)
H (-1.07, 2.51, 3.78)
H (3.69, 3.07, 4.83)
S (2.06, -2.32, 6.62)
H (3.46, 6.95, -3.47)
O (1.49, -3.57, 6.19)
H (-7.08, -3.48, -2.44)
H (1.78, 6.87, -1.70)
S (3.13, 4.75, -0.58)
C (-4.76, 3.24, 0.81)
C (-0.03, -0.33, -2.37)
C (-5.11, -0.68, -3.04)
C (1.48, -5.16, -0.66)
O (-4.45, -4.86, 3.14)
O (-3.74, -5.41, 0.86)
C (-3.84, -2.67, -2.69)
H (0.93, 5.84, -2.73)
H (2.51, 1.31, 6.04)
C (6.95, -1.98, -0.09)
H (2.76, 2.55, -0.42)
H (2.83, -3.25, 8.67)
H (2.76, -2.83, 3.69)
C (4.82, -0.83, 0.02)
H (-2.34, -6.76, 3.27)
H (-0.79, 1.87, 1.23)
H (-2.93, 2.33, -3.19)
H (-4.82, -4.89, -1.18)
H (2.59, 1.69, -5.80)
H (2.83, -0.56, 2.37)
H (-1.37, -6.30, 1.90)
H (-7.26, -0.87, -2.62)
H (-2.83, -3.02, -2.62)
H (-5.64, 0.80, -4.15)
H (-0.73, -1.12, -2.08)
C (2.42, 6.75, -3.75)
C (-1.92, -5.90, 2.75)
C (1.49, -4.14, -1.61)
O (2.92, -2.23, 0.49)
O (-1.26, 4.61, -3.88)
H (-3.19, 1.73, -4.88)
H (2.41, -1.42, 0.48)
C (3.37, -2.75, 7.86)
O (-0.20, 1.05, 5.98)
O (4.30, 5.66, -0.41)
H (-0.08, -7.95, -0.20)
H (-1.54, -5.11, -3.13)
H (1.64, 3.00, -4.16)
H (-2.75, -0.20, 2.05)
O (-5.60, 1.74, -0.84)
C (-0.46, -2.86, 1.78)
H (4.14, -3.37, 7.40)
C (1.90, 1.98, 5.46)
H (2.16, -5.42, 0.13)
H (-1.39, -6.84, -1.44)
C (-1.67, -3.21, 1.02)
H (1.92, 7.70, -3.92)
C (2.61, -1.83, 4.11)
C (0.43, -4.18, -2.59)
H (0.94, -0.72, -2.67)
H (-3.88, 3.19, -4.41)
O (-4.94, -4.73, -2.12)
C (-4.93, 3.79, -1.55)
C (6.37, -3.28, 0.11)
C (6.21, -0.80, -0.21)
O (0.39, -7.22, 0.21)
C (3.33, -0.73, 3.32)
C (3.67, 3.03, -0.78)
H (-0.14, -3.68, 2.42)
H (3.74, 2.73, -1.83)
O (-3.99, 6.80, 0.31)
H (-1.50, -4.07, 0.38)
O (-2.73, -3.43, 2.03)
H (4.70, 2.84, -0.48)
H (0.23, 0.32, 6.43)
C (-1.22, 0.87, 1.16)
H (-3.34, 0.77, 0.72)
O (1.97, 4.70, 0.35)
H (6.61, 0.19, -0.35)
H (1.55, -1.58, 4.13)
C (2.62, 2.98, 4.76)
H (4.38, -1.04, 3.33)
H (0.14, 3.91, 2.64)
H (0.98, 0.76, -5.60)
C (0.55, 1.77, 5.16)
O (-1.76, 3.95, -6.24)
C (0.47, -6.14, -0.67)
C (-5.02, 2.89, -0.52)
H (7.05, -4.11, 0.22)
H (-2.91, 1.53, 2.25)
O (8.30, -1.93, -0.44)
O (2.61, 4.94, -2.19)
O (1.18, -1.24, 7.20)
H (8.62, -1.07, -0.73)
H (-4.03, 4.84, 2.07)
C (-0.06, 2.48, 4.17)
O (-1.16, 0.44, -0.17)
H (-0.41, 0.37, -3.12)
O (2.58, 4.52, 2.93)
O (-0.31, 2.45, -4.72)
C (4.26, -2.10, 0.21)
O (0.55, -3.33, -3.59)
H (1.32, 1.86, -7.01)
H (-5.40, 1.47, -1.74)
C (1.99, 3.61, 3.69)
C (-3.86, -1.27, -2.86)
H (4.19, 0.02, 0.22)
H (2.33, 4.41, 2.00)

Here are the Löwdin charges for atoms 1 to 8, given in e: atom 1 (H): 0.1092, atom 2 (H): 0.1040, atom 3 (H): 0.0709, atom 4 (O): -0.2694, atom 5 (H): 0.0817, atom 6 (O): -0.0115, atom 7 (C): -0.0186, atom 8 (H): 0.0635


A cluster of 5 separate species, C34H70F8INO21P3S5 in total, computed with ωB97M-V with the def2-TZVPD basis set.

Results
orbital gap: 5.988 eV
highest occupied orbital energy: -4.4310 eV
total charge: -1

Positions of all 143 atoms, in Å:
C (-6.86, 0.54, -6.66)
H (-4.75, 0.48, 1.05)
C (-0.67, 1.04, -0.73)
H (0.43, -4.24, -2.00)
C (-2.07, -6.67, 1.47)
H (-7.16, 1.14, -7.51)
H (-0.71, 1.45, -1.74)
F (-0.60, -7.66, -1.85)
H (7.95, -0.42, -2.30)
H (6.91, 3.52, 2.61)
H (-2.47, 0.58, 0.36)
H (5.34, 3.93, 0.17)
H (5.38, -2.64, 0.06)
S (2.79, 7.19, -0.81)
C (-2.89, 0.07, -1.67)
H (-6.25, 0.77, -0.97)
O (4.72, -0.57, -0.09)
H (-5.78, -0.86, -7.87)
H (-3.15, -0.97, -1.89)
O (2.28, -5.14, -1.76)
C (-1.57, -7.48, 0.25)
H (-2.37, 0.44, -2.56)
C (0.70, 0.36, -0.45)
S (3.06, 0.56, -4.79)
C (-1.91, 0.15, -0.47)
H (-5.79, -9.82, 8.14)
C (2.84, -3.93, -2.33)
O (-6.61, 0.89, -3.73)
C (0.30, -5.86, -0.64)
C (4.16, 8.81, 6.17)
H (2.91, -0.04, 0.49)
C (-5.11, -0.36, 0.44)
H (0.41, 9.27, -2.21)
C (-5.49, -9.35, 7.20)
O (7.19, -0.49, -1.71)
H (2.99, 5.57, 0.84)
O (5.73, 9.91, 3.60)
F (-2.68, -8.12, -0.25)
H (-6.31, -9.37, 6.49)
O (3.49, 8.27, -0.16)
C (3.63, 0.29, -0.26)
S (-7.74, 0.16, -4.24)
O (5.08, 1.59, -2.81)
C (-2.80, -9.75, 4.41)
H (-5.05, -1.34, 2.62)
H (-5.14, -8.34, 7.37)
H (-6.18, -1.47, -6.26)
C (0.90, -5.22, -1.91)
C (-6.55, -0.88, -7.09)
C (3.97, 1.73, 0.18)
C (6.95, 3.38, 1.53)
H (2.43, 9.31, 2.55)
I (6.14, -1.86, -4.52)
H (1.30, 7.76, -4.03)
P (6.50, -1.97, -2.04)
H (-4.35, -1.14, 0.42)
O (1.40, 7.75, -1.35)
F (-0.73, -8.43, 0.69)
H (1.25, 1.00, 0.24)
H (1.63, 6.68, 1.17)
H (-1.92, -9.67, 5.05)
C (-5.37, 0.13, -0.97)
H (1.12, 0.76, -2.51)
O (4.55, 7.74, 3.45)
C (-0.95, -6.70, -0.94)
O (-4.00, -9.52, 5.19)
C (-6.10, -1.38, 2.33)
C (3.22, -2.60, 1.35)
H (4.39, -4.47, -0.97)
O (-2.99, -10.11, 7.35)
H (5.65, 8.94, 7.71)
F (-1.04, -6.45, 2.32)
O (3.39, -2.70, 2.50)
H (3.36, 3.32, -2.56)
O (3.43, 6.42, -1.82)
H (-5.59, -0.71, -1.63)
H (1.21, -0.92, -2.11)
H (4.99, -3.96, -2.52)
C (4.24, -3.73, -1.76)
H (2.93, 8.28, -3.64)
H (-6.69, -0.79, 3.03)
O (-4.62, -11.63, 6.29)
F (-0.06, -4.88, 0.24)
H (5.29, 2.41, -3.28)
C (5.53, 3.20, 0.98)
F (-2.62, -5.50, 1.10)
H (4.82, 3.43, 1.79)
C (1.48, 0.07, -1.75)
H (-2.83, -7.26, 1.99)
O (-7.77, -1.26, -4.15)
C (5.43, 9.40, 6.74)
H (1.47, 5.40, -0.08)
N (3.01, -2.47, 0.17)
H (-3.97, 1.79, -0.88)
H (0.64, -5.82, -2.79)
O (5.34, 1.92, 0.45)
H (3.61, 2.48, -0.55)
P (3.52, 1.22, -3.04)
H (-1.97, -11.13, 3.00)
F (-1.90, -5.93, -1.50)
C (-9.22, 0.82, -3.56)
H (-6.00, 1.02, -6.19)
H (1.77, 9.46, -4.25)
S (-4.16, -10.31, 6.55)
C (-4.17, 0.92, -1.52)
H (-9.21, 1.90, -3.66)
H (5.33, 10.47, 6.87)
H (0.48, -0.60, 0.02)
H (-2.77, -8.92, 3.70)
P (4.51, -2.05, -0.93)
H (7.38, 4.29, 1.12)
C (3.36, 9.87, 2.50)
H (3.20, 10.91, 2.77)
H (-10.07, 0.38, -4.09)
H (-4.46, 1.26, -2.51)
H (-1.62, -0.85, -0.15)
H (3.79, 9.80, 1.51)
O (3.48, -1.24, -2.03)
C (1.43, 8.91, -2.21)
F (1.20, -6.66, -0.01)
H (-7.44, -1.37, -7.48)
H (3.33, 8.93, 6.87)
H (-2.79, -11.91, 4.35)
H (-3.75, -11.16, 3.08)
O (-6.30, -0.88, 1.01)
C (3.04, 0.05, -1.66)
O (-7.99, 0.61, -5.75)
H (2.06, 9.68, -1.75)
O (2.72, 2.64, -2.82)
C (2.14, 6.10, 0.41)
S (4.51, 9.16, 3.62)
C (1.89, 8.58, -3.62)
H (2.18, -3.10, -2.10)
H (4.27, 7.74, 5.96)
H (-9.24, 0.53, -2.51)
H (-6.43, -2.42, 2.39)
H (3.41, 1.94, 1.10)
H (6.28, 9.22, 6.08)
O (3.72, 9.48, 4.97)
H (2.91, -4.07, -3.41)
H (-0.75, 1.91, -0.06)
C (-2.83, -11.07, 3.67)
H (7.56, 2.51, 1.29)

Here are the Löwdin charges for atoms 1 to 8, given in e: atom 1 (C): -0.2495, atom 2 (H): 0.1236, atom 3 (C): -0.1811, atom 4 (H): 0.1397, atom 5 (C): -0.2951, atom 6 (H): 0.1198, atom 7 (H): 0.0964, atom 8 (F): 0.1319


Listing E for the structures above in their given order: -28469.23505, -48840.99247, -69148.70199, -16999.77650, -153156.22054, -192765.86799 eV.